A 12-piece molecular cluster, C22H68N8O12 overall in a non-equilibrium geometry, computed with ωB97M-V with the def2-TZVPD basis set.

Summary:
HOMO level: -8.76 eV
net charge: 0
SMILES: NC(N)=O.NC(N)=O.NC(N)=O.NC(N)=O.CC(C)O.CC(C)O.CC(C)O.CC(C)O.CC(C)O.CO.CO.CO
relative energy (zero: lowest compared OMol25 entry of this formula, charge and spin): 163.6 kcal per mole
gap between HOMO and LUMO: 0.318 hartree
DFT total energy: -2219.6327 a.u.

Last columns: bonded neighbours and bond lengths (Å).
Cartesian coordinates (Å):
1 N -3.24 2.64 0.95  C2 1.277, H5 1.076, H6 1.001
2 C -3.81 3.34 1.86  N1 1.277, N3 1.298, O4 1.394
3 N -3.24 3.34 3.02  C2 1.298, H7 1.027, H8 1.031
4 O -5.02 3.95 1.52  C2 1.394
5 H -3.57 2.72 -0.07  N1 1.076
6 H -2.25 2.53 0.99  N1 1.001
7 H -3.75 3.90 3.71  N3 1.027
8 H -2.44 2.77 3.33  N3 1.031
9 N 1.18 -3.22 1.52  C10 1.253, H13 1.041, H14 1.023
10 C 0.45 -4.14 1.96  N9 1.253, N11 1.311, O12 1.333
11 N -0.31 -4.66 1.02  C10 1.311, H15 1.114, H16 1.005
12 O 0.66 -4.68 3.16  C10 1.333
13 H 1.96 -2.92 2.15  N9 1.041
14 H 1.05 -2.76 0.62  N9 1.023
15 H -0.90 -5.55 1.34  N11 1.114
16 H -0.72 -4.17 0.24  N11 1.005
17 N -0.78 2.46 5.20  C18 1.304, H21 1.035, H22 1.046
18 C -0.53 1.79 4.10  N17 1.304, N19 1.312, O20 1.352
19 N -1.64 1.32 3.59  C18 1.312, H23 1.036, H24 1.007
20 O 0.63 1.73 3.42  C18 1.352
21 H 0.04 2.62 5.81  N17 1.035
22 H -1.64 2.71 5.75  N17 1.046
23 H -1.59 0.76 2.72  N19 1.036
24 H -2.49 1.16 4.10  N19 1.007
25 N 4.41 0.10 -2.88  C26 1.315, H29 0.990, H30 1.002
26 C 3.20 0.48 -2.56  N25 1.315, N27 1.300, O28 1.399
27 N 2.37 -0.48 -2.31  C26 1.300, H31 1.060, H32 1.050
28 O 2.94 1.86 -2.45  C26 1.399
29 H 5.05 0.86 -2.89  N25 0.990
30 H 4.76 -0.83 -3.00  N25 1.002
31 H 1.41 -0.34 -1.89  N27 1.060
32 H 2.57 -1.51 -2.24  N27 1.050
33 C 1.62 3.45 0.48  C34 1.490, H37 1.133, H38 1.095, H39 1.072
34 C 0.14 3.47 0.36  C33 1.490, C35 1.522, O36 1.234, H40 1.104
35 C -0.22 3.51 -1.11  C34 1.522, H41 1.127, H42 1.101, H43 1.100
36 O -0.42 2.48 0.85  C34 1.234, H44 1.004
37 H 2.02 2.59 -0.13  C33 1.133
38 H 1.92 3.18 1.50  C33 1.095
39 H 2.15 4.34 0.20  C33 1.072
40 H -0.31 4.38 0.80  C34 1.104
41 H -1.33 3.43 -1.30  C35 1.127
42 H 0.31 2.74 -1.69  C35 1.101
43 H 0.06 4.44 -1.63  C35 1.100
44 H -0.11 2.39 1.80  O36 1.004
45 C -1.42 1.39 -4.58  C46 1.497, H49 1.074, H50 1.069, H51 1.109
46 C -0.02 1.07 -4.16  C45 1.497, C47 1.497, O48 1.237, H52 1.088
47 C 0.63 0.33 -5.29  C46 1.497, H53 1.123, H54 1.099, H55 1.119
48 O 0.69 2.08 -4.11  C46 1.237, H56 0.975
49 H -1.84 2.11 -3.91  C45 1.074
50 H -2.20 0.68 -4.45  C45 1.069
51 H -1.52 1.81 -5.61  C45 1.109
52 H 0.03 0.53 -3.21  C46 1.088
53 H 0.55 0.94 -6.23  C47 1.123
54 H 0.13 -0.64 -5.43  C47 1.099
55 H 1.72 0.30 -5.08  C47 1.119
56 H 1.58 1.89 -3.76  O48 0.975
57 C -0.46 -2.48 -2.91  C58 1.515, H61 1.052, H62 1.132, H63 1.106
58 C 0.33 -3.54 -2.15  C57 1.515, C59 1.518, O60 1.232, H64 1.060
59 C 0.72 -4.67 -3.09  C58 1.518, H65 1.052, H66 1.051, H67 1.063
60 O 1.35 -3.14 -1.59  C58 1.232, H68 0.947
61 H -0.65 -1.55 -2.47  C57 1.052
62 H -1.45 -2.93 -3.25  C57 1.132
63 H 0.03 -2.25 -3.87  C57 1.106
64 H -0.31 -3.87 -1.38  C58 1.060
65 H 1.56 -4.36 -3.64  C59 1.052
66 H -0.07 -4.93 -3.72  C59 1.051
67 H 1.00 -5.57 -2.59  C59 1.063
68 H 1.75 -3.91 -1.20  O60 0.947
69 C -2.42 -1.46 -0.34  C70 1.551, H73 1.096, H74 1.083, H75 1.090
70 C -2.78 -0.77 1.00  C69 1.551, C71 1.545, O72 1.242, H76 1.101
71 C -2.47 -1.81 2.10  C70 1.545, H77 1.048, H78 1.059, H79 1.077
72 O -2.21 0.31 1.19  C70 1.242, H80 0.974
73 H -2.30 -0.75 -1.16  C69 1.096
74 H -3.29 -2.04 -0.63  C69 1.083
75 H -1.50 -2.04 -0.28  C69 1.090
76 H -3.86 -0.55 1.02  C70 1.101
77 H -1.53 -2.28 2.12  C71 1.048
78 H -3.14 -2.64 2.07  C71 1.059
79 H -2.61 -1.30 3.04  C71 1.077
80 H -2.86 1.03 1.11  O72 0.974
81 C 2.88 -0.64 2.57  C82 1.492, H85 1.022, H86 1.095, H87 1.109
82 C 3.88 -0.59 1.46  C81 1.492, C83 1.512, O84 1.195, H88 1.063
83 C 4.40 0.80 1.20  C82 1.512, H89 1.125, H90 1.114, H91 1.091
84 O 4.84 -1.26 1.68  C82 1.195, H92 0.946
85 H 1.93 -0.36 2.32  C81 1.022
86 H 3.26 -0.11 3.46  C81 1.095
87 H 2.80 -1.67 2.98  C81 1.109
88 H 3.54 -0.90 0.50  C82 1.063
89 H 3.48 1.42 1.06  C83 1.125
90 H 5.08 0.93 0.33  C83 1.114
91 H 4.85 1.21 2.11  C83 1.091
92 H 4.67 -2.19 1.60  O84 0.946
93 C -3.30 1.44 -1.95  O94 1.394, H95 1.078, H96 1.089, H97 1.125
94 O -3.72 2.76 -1.85  C93 1.394, H98 0.955
95 H -2.25 1.30 -1.74  C93 1.078
96 H -3.53 1.13 -2.97  C93 1.089
97 H -3.87 0.88 -1.16  C93 1.125
98 H -4.49 2.79 -2.42  O94 0.955
99 C 0.06 -1.29 4.22  O100 1.429, H101 1.080, H102 1.032, H103 1.090
100 O 0.87 -2.41 4.59  C99 1.429, H104 0.938
101 H 0.00 -1.23 3.14  C99 1.080
102 H 0.47 -0.45 4.65  C99 1.032
103 H -0.98 -1.22 4.52  C99 1.090
104 H 0.60 -3.17 4.10  O100 0.938
105 C 0.63 -0.30 0.20  O106 1.410, H107 1.103, H108 1.068, H109 1.049
106 O -0.09 0.29 -0.85  C105 1.410, H110 0.936
107 H 0.05 -0.54 1.11  C105 1.103
108 H 1.49 0.32 0.32  C105 1.068
109 H 1.00 -1.25 -0.07  C105 1.049
110 H -0.27 1.17 -0.58  O106 0.936

These are the Löwdin partial charges, in e, on atoms 1 to 99: number 1, N, carries 0.1499; number 2, C, carries -0.6118; number 3, N, carries 0.1728; number 4, O, carries -0.1347; number 5, H, carries 0.1256; number 6, H, carries 0.0709; number 7, H, carries 0.1333; number 8, H, carries 0.0452; number 9, N, carries 0.2037; number 10, C, carries -0.6958; number 11, N, carries 0.1611; number 12, O, carries -0.0605; number 13, H, carries 0.1244; number 14, H, carries 0.0853; number 15, H, carries 0.1920; number 16, H, carries 0.0639; number 17, N, carries 0.1735; number 18, C, carries -0.6174; number 19, N, carries 0.1319; number 20, O, carries -0.0626; number 21, H, carries 0.1408; number 22, H, carries 0.1519; number 23, H, carries 0.0931; number 24, H, carries 0.1384; number 25, N, carries 0.1715; number 26, C, carries -0.5786; number 27, N, carries 0.1898; number 28, O, carries -0.1190; number 29, H, carries 0.1058; number 30, H, carries 0.1129; number 31, H, carries 0.0904; number 32, H, carries 0.1265; number 33, C, carries -0.0218; number 34, C, carries -0.6546; number 35, C, carries -0.0143; number 36, O, carries -0.0487; number 37, H, carries 0.0784; number 38, H, carries 0.0755; number 39, H, carries 0.0870; number 40, H, carries 0.1535; number 41, H, carries 0.0874; number 42, H, carries 0.0672; number 43, H, carries 0.1020; number 44, H, carries 0.1107; number 45, C, carries -0.0324; number 46, C, carries -0.6794; number 47, C, carries -0.0562; number 48, O, carries -0.0012; number 49, H, carries 0.0531; number 50, H, carries 0.0588; number 51, H, carries 0.1049; number 52, H, carries 0.1052; number 53, H, carries 0.1023; number 54, H, carries 0.0681; number 55, H, carries 0.0885; number 56, H, carries 0.0701; number 57, C, carries -0.0138; number 58, C, carries -0.6480; number 59, C, carries -0.0051; number 60, O, carries 0.0013; number 61, H, carries 0.0285; number 62, H, carries 0.1205; number 63, H, carries 0.0819; number 64, H, carries 0.0891; number 65, H, carries 0.0819; number 66, H, carries 0.0732; number 67, H, carries 0.0789; number 68, H, carries 0.1239; number 69, C, carries -0.0292; number 70, C, carries -0.5674; number 71, C, carries -0.0167; number 72, O, carries -0.0593; number 73, H, carries 0.0490; number 74, H, carries 0.0898; number 75, H, carries 0.0547; number 76, H, carries 0.1562; number 77, H, carries 0.0316; number 78, H, carries 0.0794; number 79, H, carries 0.0643; number 80, H, carries 0.0586; number 81, C, carries -0.0214; number 82, C, carries -0.7206; number 83, C, carries -0.0103; number 84, O, carries 0.0621; number 85, H, carries 0.0104; number 86, H, carries 0.1166; number 87, H, carries 0.0762; number 88, H, carries 0.1191; number 89, H, carries 0.0705; number 90, H, carries 0.0951; number 91, H, carries 0.0881; number 92, H, carries 0.1224; number 93, C, carries -0.1711; number 94, O, carries -0.1131; number 95, H, carries 0.0602; number 96, H, carries 0.0816; number 97, H, carries 0.1000; number 98, H, carries 0.1034; number 99, C, carries -0.1633